# 1
C5H10 | wB97M-V/def2-TZVPD

M ... 70.13 u
Calculated total energy ... -196.3339 Eh
HOMO ... -9.4 eV
Energy above the lowest of the compared OMol25 structures with the same formula, charge and spin ... 109.5 kcal/mol
Kohn-Sham gap ... 10.8060 eV

Each line ends with the natural charge from an NBO analysis.
Positions of all 15 atoms, in Å:
C1 2.11813 -0.16579 0.89551  -0.3926
C2 1.63275 -1.15424 0.15260  -0.3862
C3 -1.56979 -0.70957 -0.90658  -0.1890
C4 -1.92242 0.53145 -0.96435  -0.1763
C5 -1.80820 -0.04185 0.41643  -0.4344
H1 1.64607 0.13164 1.82893  0.1950
H2 3.00761 0.38713 0.60442  0.1958
H3 0.66760 1.86218 -0.31765  0.0051
H4 2.10487 -1.45596 -0.77904  0.1941
H5 0.74236 -1.70275 0.44968  0.1963
H6 -1.28749 -1.62409 -1.40421  0.2237
H7 -2.14630 1.41343 -1.54304  0.2249
H8 0.48000 2.56780 -0.46536  -0.0078
H9 -0.95333 0.23158 1.04390  0.1749
H10 -2.71185 -0.27096 0.98876  0.1767



# 2
C5H10AsCl10F6NiO4PY | wB97M-V/def2-TZVPD

M ... 856.14 u
<S²> ... 3.7610
Calculated total energy ... -9821.7708 Eh
HOMO (spin up / spin down) ... -15.4 / -15.4 eV
Charge ... +2
Spin multiplicity ... 4
Kohn-Sham gap (spin up / spin down) ... 5.7429 / 4.7892 eV

Each line ends with the natural charge from an NBO analysis.
Positions of all 39 atoms, in Å:
Y1 0.41171 -0.65308 -2.36003  2.3138
Ni1 0.68442 -2.58781 0.78919  1.6064
P1 1.37485 -0.48008 0.09230  2.4205
O1 1.01734 0.73128 -0.77043  -1.0660
O2 -0.01376 -1.12376 -0.23229  -0.8595
O3 1.26473 -0.90190 1.53021  -1.0124
O4 1.56037 -1.79929 -0.76102  -0.9418
As1 -0.89237 -4.51374 -1.64083  2.7892
F1 -1.35682 -6.14345 -1.03141  -0.5617
F2 -0.40501 -4.03395 0.03514  -0.6656
F3 -0.44903 -2.89368 -2.25379  -0.6849
F4 -1.38032 -4.98652 -3.28189  -0.5706
F5 -2.52299 -3.88949 -1.37628  -0.5738
F6 0.77446 -5.11456 -1.84903  -0.5787
C1 -1.62935 0.53211 2.13630  -0.4088
Cl1 -1.92260 -1.23803 1.99492  -0.0385
Cl2 -3.09367 1.38148 2.56855  0.0603
H1 -0.89332 0.67630 2.92722  0.2422
H2 -1.25455 0.87648 1.17244  0.2022
C2 3.31253 2.42077 -3.45362  -0.3455
Cl3 2.78340 0.75390 -3.02457  -0.0869
Cl4 2.30313 3.18780 -4.71226  0.0746
H3 3.16887 3.02394 -2.55716  0.2514
H4 4.36016 2.30013 -3.72935  0.2724
C3 1.95453 0.97351 4.35127  -0.4159
Cl5 1.20416 2.53476 4.12676  -0.0182
Cl6 3.49918 1.15127 5.22313  0.0040
H5 1.30539 0.46457 5.06379  0.2378
H6 2.10971 0.52314 3.37086  0.1998
C4 0.59214 3.65732 0.44832  -0.3994
Cl7 -1.11290 3.51816 0.94480  -0.0344
Cl8 1.00899 5.37994 0.60036  0.0254
H7 1.23099 3.10249 1.13545  0.2204
H8 0.59443 3.27659 -0.57301  0.1968
C5 -3.98928 0.12802 -0.98625  -0.3612
Cl9 -2.50669 -0.49024 -1.73409  -0.0800
Cl10 -4.96399 -1.18869 -0.28966  0.0850
H9 -3.58937 0.73102 -0.17104  0.2385
H10 -4.53947 0.71328 -1.72305  0.2631



# 3
C5H10BNO | wB97M-V/def2-TZVPD

M ... 110.95 u
Calculated total energy ... -351.3525 Eh
HOMO ... -8.8 eV
Energy above the lowest of the compared OMol25 structures with the same formula, charge and spin ... 36.1 kcal/mol
Kohn-Sham gap ... 9.3793 eV

Each line ends with the natural charge from an NBO analysis.
Positions of all 18 atoms, in Å:
B1 0.30686 1.20630 0.96301  0.9983
C1 0.41750 -1.19859 -1.38307  -0.0224
C2 0.40084 -2.02613 -2.44742  -0.3885
C3 -0.67878 -0.68717 -0.46199  -0.2305
C4 1.45695 -0.65331 -0.49337  -0.2511
C5 -1.08810 1.38444 1.70183  -0.9607
N1 0.44726 0.07680 0.21237  -0.6504
O1 1.54792 1.90173 1.23923  -0.9036
H1 1.33149 -2.49227 -2.93691  0.2121
H2 -0.59301 -2.25167 -2.99762  0.2064
H3 -1.46566 -0.03119 -0.80254  0.2043
H4 -1.23902 -1.45007 0.19758  0.1969
H5 2.22118 -1.32516 0.09848  0.2022
H6 2.18368 0.11452 -0.82092  0.2166
H7 -1.64732 0.58998 1.94667  0.2257
H8 -1.62818 2.16214 1.17191  0.2289
H9 -0.85864 1.88501 2.65476  0.2261
H10 1.47972 2.76694 1.75491  0.4897



# 4
C5H10BrClO3S | wB97M-V/def2-TZVPD

M ... 265.56 u
Calculated total energy ... -3854.5297 Eh
HOMO ... -8.7 eV
Kohn-Sham gap ... 9.0752 eV

Each line ends with the natural charge from an NBO analysis.
Positions of all 21 atoms, in Å:
C1 1.47230 1.04472 -2.08780  -0.6522
C2 -2.69456 1.11032 1.84129  -0.6822
C3 1.49986 -0.25373 -2.87591  -0.6016
C4 -1.66093 0.52654 2.66060  0.2863
C5 -0.58989 -0.05482 2.05541  -0.2605
O1 0.80781 -2.95029 -2.61719  -0.9448
O2 2.07507 -1.74603 -0.90203  -0.9251
O3 -1.73724 0.67200 3.97739  -0.6459
S1 0.75822 -1.69511 -1.88983  1.4852
Cl1 -0.50752 -0.25209 0.35799  0.0313
Br1 0.96753 -0.82266 2.93015  0.0350
H1 0.70607 0.73111 -1.28293  0.2159
H2 2.46794 1.19046 -1.50934  0.2269
H3 1.12580 1.94984 -2.60792  0.2266
H4 -3.48495 0.39707 1.44150  0.2415
H5 -2.33033 1.55213 0.87622  0.2525
H6 -3.30780 1.69230 2.46274  0.2419
H7 2.50711 -0.64162 -3.22252  0.2414
H8 0.67429 -0.21408 -3.65119  0.2190
H9 2.10899 -2.61009 -0.30846  0.5116
H10 -0.85777 0.37403 4.35181  0.4973



# 5
C5H10BrO2Si | wB97M-V/def2-TZVPD

M ... 210.12 u
Calculated total energy ... -3210.5573 Eh
HOMO ... -3.6 eV
Charge ... -1
Energy above the lowest of the compared OMol25 structures with the same formula, charge and spin ... 5.5 kcal/mol
Kohn-Sham gap ... 7.0975 eV

Each line ends with the natural charge from an NBO analysis.
Positions of all 19 atoms, in Å:
C1 -1.87250 -1.20760 0.12916  0.6270
C2 0.17951 0.16317 -1.74538  -1.1155
C3 2.16795 -0.89768 0.25583  -1.1807
C4 0.41782 1.40885 1.07300  -1.0804
C5 -2.04140 0.04491 0.58711  -0.6612
O1 -2.51458 -1.88545 -0.64969  -0.6751
O2 -0.48996 -1.61686 0.36417  -0.9202
Si1 0.44451 -0.31104 0.17671  1.8903
Br1 -3.77831 0.84066 0.19093  -0.0986
H1 1.03531 0.77885 -2.15916  0.1941
H2 0.01377 -0.60481 -2.49316  0.2247
H3 -0.76392 0.86293 -1.78609  0.2311
H4 2.75516 -0.93003 -0.64549  0.2367
H5 2.70909 -0.39335 0.98168  0.2168
H6 2.33483 -1.98376 0.54809  0.2357
H7 -0.01530 2.04141 0.38644  0.2339
H8 -0.19715 1.49327 1.96645  0.2223
H9 1.38794 1.75644 1.15939  0.2004
H10 -1.77277 0.44010 1.66001  0.2187



> Among the records above, which one has the lowest calculated total energy?

C5H10AsCl10F6NiO4PY



> What is the formula in the third record?

C5H10BNO